1.
{
  "formula": "C37H34AsBrF15GeIIrS2Si3Te",
  "method": "ωB97M-V/def2-TZVPD",
  "elements": ["Ir", "Te", "C", "C", "C", "C", "S", "H", "H", "H", "C", "Si", "C", "C", "As", "Si", "C", "C", "C", "Si", "C", "C", "C", "H", "H", "H", "H", "H", "H", "H", "H", "H", "H", "H", "H", "H", "H", "H", "H", "H", "H", "H", "H", "H", "H", "H", "H", "H", "H", "H", "F", "C", "C", "C", "F", "C", "F", "C", "F", "C", "F", "Ge", "S", "C", "C", "F", "C", "F", "C", "F", "C", "F", "C", "F", "C", "C", "F", "C", "F", "C", "F", "C", "F", "C", "F", "Br", "C", "C", "C", "C", "C", "C", "I", "H", "H", "H", "H"],
  "positions_angstrom": [[-0.29, 0.64, 0.16], [0.62, 2.93, -0.54], [0.17, 4.10, 1.13], [0.87, 4.16, 2.30], [0.27, 5.01, 3.26], [-0.89, 5.57, 2.81], [-1.24, 5.08, 1.21], [1.80, 3.62, 2.46], [0.67, 5.19, 4.25], [-1.53, 6.26, 3.33], [-1.90, 0.42, -5.15], [-1.03, 1.32, -3.76], [0.81, 1.10, -3.87], [-1.60, 3.10, -3.78], [-1.76, 0.26, -1.72], [-3.96, 1.11, -1.34], [-4.92, 1.03, -2.94], [-3.76, 2.91, -0.86], [-4.78, 0.03, -0.06], [-1.95, -2.10, -2.23], [-3.59, -2.31, -3.12], [-2.00, -3.05, -0.63], [-0.58, -2.70, -3.34], [-1.67, 0.95, -6.08], [-2.98, 0.43, -5.03], [-1.58, -0.61, -5.27], [1.17, 1.50, -4.82], [1.09, 0.05, -3.81], [1.35, 1.62, -3.07], [-1.19, 3.57, -4.67], [-1.28, 3.67, -2.91], [-2.69, 3.15, -3.86], [-4.49, 1.68, -3.70], [-5.93, 1.40, -2.74], [-5.02, 0.03, -3.36], [-4.14, 3.54, -1.66], [-2.72, 3.18, -0.69], [-4.32, 3.15, 0.05], [-4.89, -1.00, -0.43], [-5.78, 0.41, 0.15], [-4.23, -0.01, 0.88], [-4.45, -2.04, -2.50], [-3.68, -3.37, -3.37], [-3.63, -1.75, -4.05], [-2.79, -2.70, 0.03], [-1.04, -3.00, -0.10], [-2.20, -4.10, -0.86], [-0.61, -2.23, -4.32], [-0.74, -3.77, -3.49], [0.41, -2.57, -2.92], [5.57, -1.56, 1.53], [5.24, -2.50, 0.62], [3.98, -2.44, 0.05], [3.66, -3.45, -0.85], [2.45, -3.48, -1.43], [4.55, -4.45, -1.18], [4.21, -5.40, -2.05], [5.81, -4.46, -0.59], [6.67, -5.42, -0.90], [6.16, -3.48, 0.32], [7.35, -3.50, 0.89], [2.81, -0.97, 0.55], [1.06, -0.86, -0.81], [2.17, -1.17, 2.39], [2.36, -2.28, 3.19], [3.03, -3.35, 2.74], [1.87, -2.35, 4.49], [2.05, -3.43, 5.23], [1.17, -1.27, 5.02], [0.70, -1.32, 6.25], [0.96, -0.14, 4.24], [0.29, 0.90, 4.72], [1.45, -0.14, 2.95], [1.20, 0.96, 2.19], [3.78, 0.71, 0.32], [4.11, 1.61, 1.32], [3.88, 1.31, 2.61], [4.65, 2.85, 1.05], [4.93, 3.70, 2.04], [4.92, 3.20, -0.26], [5.44, 4.39, -0.54], [4.64, 2.31, -1.29], [4.90, 2.65, -2.55], [4.08, 1.09, -0.98], [3.83, 0.24, -1.99], [-3.11, 1.59, 5.24], [-2.62, -0.03, 4.41], [-2.67, -1.20, 5.16], [-2.32, -2.41, 4.57], [-1.93, -2.46, 3.24], [-1.88, -1.28, 2.50], [-2.21, -0.07, 3.09], [-2.01, 1.69, 1.98], [-2.97, -1.16, 6.19], [-2.35, -3.32, 5.16], [-1.67, -3.40, 2.77], [-1.58, -1.32, 1.46]],
  "e_tot_ev": -330613.204,
  "spin_multiplicity": 1,
  "e_above_lowest_kj_mol": 0.00,
  "mol_weight_g_mol": 1586.198,
  "total_charge": 1,
  "gap_ha": 0.23970
}

***

2.
{
  "formula": "C37H34CaF6N4O5P2S2Te",
  "method": "ωB97M-V/def2-TZVPD",
  "elements": ["Ca", "Te", "C", "C", "C", "N", "C", "C", "C", "P", "C", "C", "C", "C", "C", "C", "C", "C", "C", "C", "C", "C", "P", "C", "C", "C", "C", "C", "C", "C", "C", "C", "C", "C", "C", "H", "H", "H", "H", "H", "H", "H", "H", "H", "H", "H", "H", "H", "H", "H", "H", "H", "H", "H", "H", "H", "H", "H", "H", "F", "C", "F", "F", "S", "O", "O", "N", "S", "O", "O", "C", "F", "F", "F", "C", "C", "N", "O", "H", "H", "H", "H", "H", "C", "C", "C", "N", "H", "H", "H", "H", "H"],
  "positions_angstrom": [[0.67, 1.49, 0.53], [0.45, -2.83, 1.13], [-0.53, -4.61, 0.60], [-0.77, -5.59, 1.56], [-1.43, -6.75, 1.20], [-1.87, -6.99, -0.04], [-1.62, -6.05, -0.95], [-0.97, -4.86, -0.69], [-0.23, -1.70, -0.57], [-1.39, -0.46, 0.16], [-2.42, 0.18, -1.24], [-2.92, -0.63, -2.26], [-3.67, -0.09, -3.29], [-3.94, 1.28, -3.32], [-3.47, 2.09, -2.30], [-2.72, 1.53, -1.27], [-2.62, -1.41, 1.11], [-3.24, -2.54, 0.58], [-4.11, -3.29, 1.36], [-4.38, -2.91, 2.67], [-3.77, -1.78, 3.20], [-2.90, -1.04, 2.43], [1.18, -0.69, -1.21], [0.97, -0.57, -3.03], [-0.05, -1.24, -3.70], [-0.18, -1.14, -5.08], [0.72, -0.37, -5.81], [1.76, 0.28, -5.15], [1.88, 0.18, -3.78], [2.66, -1.76, -1.17], [2.70, -2.93, -1.92], [3.79, -3.79, -1.82], [4.85, -3.48, -0.98], [4.82, -2.31, -0.24], [3.73, -1.46, -0.33], [-0.46, -5.45, 2.60], [-1.63, -7.51, 1.94], [-1.98, -6.26, -1.96], [-0.81, -4.11, -1.46], [-2.70, -1.69, -2.26], [-4.04, -0.73, -4.08], [-4.52, 1.70, -4.13], [-3.68, 3.15, -2.30], [-2.38, 2.17, -0.46], [-3.02, -2.85, -0.43], [-4.58, -4.18, 0.94], [-5.05, -3.51, 3.28], [-3.98, -1.49, 4.23], [-2.40, -0.17, 2.84], [-0.73, -1.85, -3.12], [-0.98, -1.66, -5.59], [0.62, -0.29, -6.89], [2.48, 0.87, -5.72], [2.70, 0.67, -3.27], [1.87, -3.17, -2.58], [3.80, -4.70, -2.41], [5.69, -4.16, -0.90], [5.65, -2.07, 0.42], [3.70, -0.55, 0.26], [2.64, 4.92, -1.94], [2.72, 3.74, -1.36], [1.99, 2.84, -2.02], [3.99, 3.34, -1.33], [2.10, 3.81, 0.38], [2.58, 2.56, 0.96], [2.57, 5.04, 0.94], [0.51, 3.69, 0.34], [-0.58, 4.61, -0.45], [-0.46, 4.46, -1.86], [-1.83, 4.42, 0.23], [-0.15, 6.37, -0.08], [-1.19, 7.10, -0.47], [0.93, 6.75, -0.75], [0.05, 6.54, 1.22], [-1.81, 3.58, 3.66], [-0.35, 3.41, 3.35], [0.46, 4.45, 3.62], [0.07, 2.36, 2.86], [-2.02, 4.45, 4.28], [-2.17, 2.68, 4.16], [-2.35, 3.68, 2.72], [0.06, 5.34, 3.85], [1.39, 4.46, 3.21], [3.66, 1.71, 4.62], [2.52, 0.69, 4.69], [2.07, 0.30, 3.35], [1.74, -0.01, 2.29], [3.94, 2.02, 5.62], [3.36, 2.59, 4.05], [4.54, 1.28, 4.13], [1.65, 1.11, 5.20], [2.82, -0.21, 5.22]],
  "e_tot_ev": -137404.787,
  "spin_multiplicity": 1,
  "e_above_lowest_kj_mol": 145.28,
  "mol_weight_g_mol": 1022.450,
  "gap_ha": 0.24377
}

***

3.
{
  "formula": "C37H34GeN4Ru",
  "method": "ωB97M-V/def2-TZVPD",
  "elements": ["Ru", "C", "N", "C", "C", "C", "C", "C", "C", "N", "C", "C", "C", "C", "C", "C", "N", "C", "C", "C", "C", "C", "N", "H", "H", "H", "H", "H", "H", "H", "H", "H", "H", "H", "H", "H", "H", "H", "H", "H", "H", "C", "Ge", "C", "C", "C", "C", "C", "C", "C", "C", "C", "C", "C", "C", "C", "C", "C", "C", "C", "C", "H", "H", "H", "H", "H", "H", "H", "H", "H", "H", "H", "H", "H", "H", "H", "H"],
  "positions_angstrom": [[-0.03, 0.27, 0.20], [-2.30, -1.65, -0.57], [-0.84, -1.45, -0.79], [-0.54, -1.19, -2.22], [-0.83, 0.25, -2.57], [-1.36, 0.63, -3.79], [-1.50, 1.97, -4.08], [-1.08, 2.90, -3.14], [-0.58, 2.45, -1.94], [-0.47, 1.16, -1.64], [-0.06, -2.57, -0.23], [0.05, -2.42, 1.27], [0.10, -3.52, 2.11], [0.29, -3.33, 3.47], [0.42, -2.03, 3.94], [0.34, -0.98, 3.04], [0.17, -1.16, 1.73], [-2.97, -0.49, 0.12], [-4.35, -0.44, 0.27], [-4.91, 0.62, 0.95], [-4.08, 1.62, 1.45], [-2.72, 1.50, 1.25], [-2.17, 0.47, 0.60], [-2.79, -1.84, -1.53], [-2.44, -2.54, 0.05], [0.54, -1.34, -2.35], [-1.07, -1.88, -2.87], [-1.66, -0.13, -4.50], [-1.91, 2.29, -5.03], [-1.14, 3.96, -3.34], [-0.24, 3.14, -1.17], [-0.49, -3.54, -0.50], [0.95, -2.51, -0.65], [0.00, -4.51, 1.70], [0.34, -4.17, 4.14], [0.57, -1.83, 4.99], [0.43, 0.04, 3.37], [-4.96, -1.23, -0.14], [-5.98, 0.68, 1.08], [-4.48, 2.47, 1.98], [-2.02, 2.25, 1.61], [1.85, 0.60, 0.13], [3.19, 0.52, -1.26], [3.28, -1.38, -1.76], [3.20, -1.93, -3.04], [3.26, -3.31, -3.22], [3.41, -4.16, -2.14], [3.53, -3.63, -0.86], [3.45, -2.25, -0.68], [2.73, 1.76, -2.71], [2.19, 1.40, -3.94], [1.92, 2.35, -4.91], [2.16, 3.69, -4.66], [2.68, 4.07, -3.42], [2.97, 3.11, -2.47], [4.99, 0.98, -0.66], [6.03, 1.04, -1.58], [7.33, 1.34, -1.17], [7.59, 1.59, 0.16], [6.56, 1.54, 1.09], [5.27, 1.24, 0.68], [2.23, 0.83, 1.14], [3.13, -1.29, -3.90], [3.20, -3.72, -4.22], [3.47, -5.23, -2.29], [3.68, -4.28, -0.01], [3.54, -1.85, 0.33], [1.97, 0.36, -4.16], [1.51, 2.05, -5.87], [1.96, 4.44, -5.41], [2.88, 5.12, -3.22], [3.40, 3.42, -1.52], [5.84, 0.85, -2.63], [8.12, 1.38, -1.90], [8.60, 1.83, 0.48], [6.77, 1.74, 2.14], [4.48, 1.21, 1.42]],
  "e_tot_ev": -103973.247,
  "spin_multiplicity": 2,
  "e_above_lowest_kj_mol": 0.00,
  "mol_weight_g_mol": 708.387,
  "s2": 0.805,
  "total_charge": 1,
  "gap_ha": [0.25887, 0.26793]
}